[1]
ORCA calculation (the ωB97M-V functional and the def2-TZVPD basis) on a single C18H17NO5S molecule.

XYZ file:
```
42
Properties=species:S:1:pos:R:3:mulliken_charge:R:1
C 3.67 1.36 1.74 -1.289
C 3.36 0.17 0.89 0.692
C 4.12 -0.17 -0.23 -0.897
C 3.77 -1.24 -1.03 -0.805
C 2.65 -2.02 -0.76 0.774
C 2.26 -3.16 -1.64 -1.788
C 1.91 -1.68 0.36 0.564
S 0.43 -2.58 0.80 1.479
O -0.18 -1.98 1.95 -0.668
O 0.68 -4.00 0.83 -0.780
N -0.57 -2.37 -0.56 -0.195
C -1.38 -1.25 -0.69 0.782
C -2.66 -1.37 -1.24 -0.652
C -3.49 -0.28 -1.41 -1.456
C -3.01 0.95 -0.99 -0.515
O -3.64 2.15 -1.04 -0.467
C -2.79 3.07 -0.53 0.917
C -3.28 4.47 -0.49 -1.408
C -1.60 2.50 -0.15 -0.161
C -0.42 3.11 0.44 0.313
O 0.61 2.53 0.69 -0.558
O -0.55 4.43 0.70 -0.471
C -1.72 1.09 -0.44 0.536
C -0.89 -0.01 -0.29 0.430
C 2.25 -0.62 1.18 -0.446
H 4.60 1.83 1.43 0.363
H 3.75 1.07 2.78 0.337
H 2.86 2.08 1.64 0.200
H 4.98 0.42 -0.48 0.346
H 4.38 -1.48 -1.89 0.386
H 3.09 -3.46 -2.27 0.455
H 1.43 -2.86 -2.28 0.273
H 1.93 -4.00 -1.04 0.341
H -1.00 -3.24 -0.83 0.299
H -3.01 -2.35 -1.54 0.338
H -4.48 -0.38 -1.83 0.427
H -4.19 4.52 0.11 0.324
H -2.53 5.12 -0.06 0.313
H -3.54 4.80 -1.49 0.323
H 0.28 4.76 1.09 0.341
H 0.09 0.11 0.13 0.519
H 1.62 -0.40 2.03 0.486
```

ΔE to the lowest compared entry with this formula, charge and spin (kcal/mol): 0.00
HOMO (eV): -8.41
HOMO-LUMO gap (eV): 8.96


[2]
ORCA calculation (the ωB97M-V functional and the def2-TZVPD basis) on a molecular structure, C49H62CoN2O2P2Te.

XYZ file:
```
119
Properties=species:S:1:pos:R:3:mulliken_charge:R:1
Co 0.56 0.00 1.85 0.192
C 2.86 -3.37 0.48 -1.369
C 3.41 -1.94 0.55 0.510
C 3.28 -1.28 -0.83 -1.126
P 2.58 -0.89 1.87 0.572
C 4.08 0.09 2.46 0.241
C 3.85 0.63 3.87 -1.382
C 4.44 1.24 1.52 -1.374
C 2.43 -2.02 3.30 -0.913
C 3.49 -2.77 3.80 0.293
C 3.42 -3.37 5.05 -0.959
C 2.30 -3.11 5.84 -0.711
C 1.23 -2.39 5.35 -0.962
C 1.22 -1.90 4.02 -0.403
N 0.17 -1.24 3.42 0.179
C -1.12 -1.33 3.89 -0.027
C -1.65 -2.41 4.64 -0.362
C -2.94 -2.39 5.14 -1.288
C -3.78 -1.30 4.92 -1.007
C -3.32 -0.27 4.11 -0.416
C -2.04 -0.30 3.54 -0.396
P -1.44 0.80 2.22 1.665
C -1.72 2.59 2.70 1.176
C -3.05 3.25 2.34 -1.538
C -1.41 2.74 4.19 -1.557
C -2.65 0.45 0.82 1.483
C -2.27 -0.89 0.22 -3.292
C -4.14 0.35 1.12 -2.257
H 3.54 -4.00 -0.09 0.526
H 1.89 -3.38 -0.01 0.120
H 2.73 -3.81 1.47 0.290
H 4.47 -1.99 0.82 0.712
H 2.23 -1.16 -1.10 -0.036
H 3.75 -1.91 -1.60 0.497
H 3.74 -0.29 -0.87 0.127
H 4.91 -0.63 2.48 0.696
H 2.93 1.22 3.90 0.150
H 4.69 1.27 4.16 0.516
H 3.77 -0.17 4.61 0.209
H 3.68 2.03 1.59 0.142
H 4.52 0.92 0.48 0.264
H 5.40 1.67 1.81 0.488
H 4.39 -2.88 3.21 0.273
H 4.24 -3.97 5.43 0.407
H 2.27 -3.48 6.87 0.371
H 0.39 -2.17 6.00 0.584
H -1.04 -3.29 4.81 0.784
H -3.31 -3.25 5.69 0.368
H -4.77 -1.27 5.35 0.429
H -3.97 0.56 3.90 0.400
H -0.93 3.10 2.15 0.290
H -3.88 2.81 2.88 0.208
H -3.25 3.20 1.27 0.243
H -2.99 4.31 2.61 0.511
H -2.15 2.21 4.80 0.311
H -1.42 3.80 4.47 0.457
H -0.42 2.33 4.41 0.244
H -2.47 1.24 0.08 0.127
H -2.53 -1.66 0.94 0.940
H -0.59 -0.28 -0.78 -0.871
H -2.90 -1.05 -0.67 0.795
H -4.33 -0.43 1.86 0.516
H -4.67 0.07 0.20 0.424
H -4.58 1.28 1.47 0.334
C 1.31 2.31 0.15 -0.987
C 1.18 1.74 1.58 1.427
O 1.47 2.51 2.51 -0.766
H 1.82 3.29 0.14 0.640
H 0.30 2.42 -0.25 -0.127
H 1.85 1.59 -0.48 -0.100
C 1.66 4.06 -8.59 -1.544
C 1.27 3.13 -7.46 0.582
C -0.02 2.63 -7.36 -0.966
C -0.39 1.74 -6.35 1.187
C -1.80 1.19 -6.38 -1.623
C 0.55 1.38 -5.37 -0.353
Te 0.12 -0.05 -3.82 0.735
N -0.84 -1.05 -0.16 2.401
C -0.64 -2.20 -0.89 -0.329
O -0.29 -2.15 -2.05 -0.745
C -0.89 -3.48 -0.20 0.350
C -0.99 -3.56 1.18 1.556
C -1.27 -4.77 1.80 -1.198
C -1.42 -5.92 1.03 -0.671
C -1.25 -5.86 -0.34 -0.809
C -0.98 -4.64 -0.95 -0.821
C -1.63 0.96 -3.16 0.253
C -2.77 0.18 -2.96 -0.682
C -3.97 0.74 -2.55 -0.525
C -4.04 2.11 -2.35 -0.619
C -2.91 2.89 -2.53 -0.667
C -1.69 2.34 -2.91 0.999
C -0.49 3.27 -3.02 -1.749
C 1.86 1.89 -5.46 1.262
C 2.92 1.55 -4.43 -1.555
C 2.20 2.75 -6.50 -1.068
H 1.02 3.91 -9.46 0.377
H 2.69 3.89 -8.89 0.372
H 1.57 5.10 -8.29 0.281
H -0.76 2.91 -8.11 0.376
H -2.20 1.22 -7.39 0.526
H -2.47 1.78 -5.74 0.197
H -1.82 0.16 -6.02 0.264
H -0.80 -2.67 1.79 -0.239
H -1.36 -4.82 2.87 0.370
H -1.67 -6.86 1.51 0.422
H -1.34 -6.76 -0.94 0.404
H -0.84 -4.57 -2.02 0.443
H -2.71 -0.89 -3.15 0.527
H -4.84 0.11 -2.40 0.449
H -4.98 2.57 -2.05 0.371
H -2.98 3.96 -2.37 0.443
H -0.41 3.69 -4.02 0.341
H 0.43 2.73 -2.82 -0.061
H -0.58 4.09 -2.31 0.586
H 3.01 0.47 -4.29 0.292
H 2.67 1.98 -3.46 0.211
H 3.89 1.94 -4.74 0.417
H 3.21 3.13 -6.56 0.326
```

ΔE to the lowest compared entry with this formula, charge and spin (kcal/mol): 0.00
Net charge: -1
HOMO (spin up / spin down) (eV): -2.55 / -2.56
HOMO-LUMO gap (spin up / spin down) (eV): 4.69 / 4.70


[3]
ORCA calculation (the ωB97M-V functional and the def2-TZVPD basis) on 9 unconnected molecules or ions with the total composition C18H55FN17O9P.

XYZ file:
```
101
Properties=species:S:1:pos:R:3:mulliken_charge:R:1
C 5.02 3.31 0.54 -0.743
O 5.24 1.92 0.50 -0.247
C 5.38 1.45 -0.83 -0.529
C 5.80 -0.02 -0.80 -0.851
C 4.63 -1.03 -0.83 -1.061
P 3.43 -0.98 0.59 0.098
C 4.35 -0.53 2.15 -0.528
C 4.62 -1.78 2.99 -0.250
F 3.98 -1.72 4.23 -0.417
C 2.22 0.37 0.16 0.140
C 1.59 0.99 1.42 -0.767
C 0.37 1.94 1.18 -0.619
C -0.23 1.98 -0.23 -0.395
N 0.56 2.68 -1.26 -0.662
H 5.82 3.88 0.06 0.339
H 5.00 3.59 1.59 0.252
H 4.03 3.54 0.12 0.198
H 4.49 1.63 -1.44 0.249
H 6.20 2.02 -1.29 0.553
H 6.47 -0.24 0.02 0.368
H 6.38 -0.19 -1.72 0.431
H 4.08 -0.95 -1.77 0.411
H 5.07 -2.03 -0.82 0.418
H 5.32 -0.12 1.88 0.360
H 3.77 0.19 2.73 0.460
H 5.70 -1.85 3.19 0.262
H 4.33 -2.68 2.44 0.157
H 2.64 1.16 -0.46 -0.292
H 1.45 -0.14 -0.41 0.466
H 2.36 1.53 1.97 0.166
H 1.24 0.18 2.07 0.397
H -0.46 1.55 1.76 0.205
H 0.58 2.95 1.53 0.435
H -1.16 2.54 -0.11 0.271
H -0.52 0.98 -0.55 0.120
H 1.42 3.07 -0.89 0.220
H 0.82 2.03 -2.00 0.300
N -4.42 1.45 1.14 -0.158
C -3.45 0.85 1.88 0.432
N -3.80 0.51 3.16 -0.417
O -2.34 0.63 1.42 -0.499
H -5.34 1.65 1.47 0.169
H -4.17 1.71 0.19 0.192
H -3.10 0.06 3.72 0.232
H -4.70 0.68 3.55 0.149
N -3.82 0.23 -3.40 -0.458
C -3.60 0.48 -2.07 0.793
N -3.29 -0.60 -1.31 -0.296
O -3.67 1.61 -1.60 -0.817
H -3.77 -0.69 -3.80 0.130
H -4.06 1.01 -3.99 0.276
H -3.10 -0.44 -0.33 -0.028
H -3.22 -1.53 -1.66 0.209
N -1.41 3.45 -7.17 -0.373
C -2.18 2.86 -6.22 0.703
N -1.54 2.05 -5.33 -0.296
O -3.40 3.04 -6.18 -0.683
H -0.41 3.33 -7.23 0.150
H -1.87 4.05 -7.84 0.228
H -2.10 1.62 -4.62 0.144
H -0.55 1.88 -5.34 0.142
N 2.01 -4.56 2.47 -0.346
C 2.56 -5.55 1.71 0.719
N 2.60 -6.79 2.30 -0.399
O 2.98 -5.36 0.59 -0.638
H 1.67 -4.70 3.40 0.188
H 1.97 -3.63 2.07 0.112
H 3.00 -7.54 1.77 0.231
H 2.26 -6.97 3.23 0.139
N -1.63 -5.14 4.77 -0.370
C -2.13 -4.32 3.79 0.614
N -1.35 -4.17 2.69 -0.211
O -3.21 -3.76 3.90 -0.718
H -0.75 -5.61 4.70 0.112
H -2.20 -5.26 5.59 0.216
H -1.71 -3.58 1.95 0.112
H -0.45 -4.61 2.57 0.218
N 4.07 0.09 6.66 -0.318
C 3.00 0.91 6.91 0.607
N 3.03 1.56 8.11 -0.401
O 2.08 1.05 6.12 -0.624
H 4.83 -0.03 7.30 0.157
H 4.08 -0.40 5.79 0.266
H 2.26 2.17 8.33 0.231
H 3.77 1.46 8.78 0.152
N -4.84 2.92 -8.91 -0.294
C -4.53 3.87 -9.83 0.674
N -5.53 4.20 -10.70 -0.403
O -3.42 4.39 -9.88 -0.643
H -5.73 2.47 -8.84 0.154
H -4.11 2.67 -8.26 0.122
H -5.33 4.89 -11.39 0.220
H -6.44 3.78 -10.68 0.156
N -5.58 -1.30 -0.07 -0.309
C -4.65 -2.03 0.61 0.785
N -5.08 -2.47 1.82 -0.307
O -3.51 -2.30 0.18 -0.687
H -6.50 -1.09 0.28 0.175
H -5.33 -0.94 -0.97 0.168
H -4.44 -3.01 2.38 0.149
H -5.99 -2.26 2.19 0.150
```

HOMO (eV): -7.54
HOMO-LUMO gap (eV): 7.84


[4]
ORCA calculation (the ωB97M-V functional and the def2-TZVPD basis) on a single C5H10N2 molecule.

XYZ file:
```
17
Properties=species:S:1:pos:R:3:mulliken_charge:R:1
C -0.32 -1.28 0.35 0.862
C 0.96 -0.41 0.05 -0.740
C 0.67 1.09 -0.17 -0.349
C -0.14 -2.75 0.16 -1.175
C -1.10 2.52 0.28 -0.709
N -1.32 -0.74 0.82 -0.616
N -0.19 1.58 0.80 -0.377
H 1.62 -0.66 0.82 0.368
H 1.39 -0.82 -0.91 0.305
H 1.72 1.50 0.01 0.220
H 0.38 1.12 -1.26 0.390
H -1.25 -3.03 -0.06 0.328
H 0.03 -3.31 1.08 0.282
H 0.48 -3.07 -0.65 0.344
H -1.92 1.86 -0.04 0.307
H -1.51 3.32 0.96 0.269
H -0.70 3.04 -0.61 0.291
```

ΔE to the lowest compared entry with this formula, charge and spin (kcal/mol): 0.00
2S+1: 3
HOMO (spin up / spin down) (eV): -8.19 / -9.50
HOMO-LUMO gap (spin up / spin down) (eV): 9.21 / 8.98


| no. | E_tot (eV) |
| --- | --- |
| 1 | -41505.37797 |
| 2 | -122394.01421 |
| 3 | -75330.90565 |
| 4 | -8322.86479 |